Here is a structure of composition C22H32IrN2O3Si2Te from OMol25. Energies are from wB97M-V/def2-TZVPD.

The geometry in XYZ format:
```
63
Properties=species:S:1:pos:R:3:forces:R:3:mulliken_charge:R:1
Ir 1.87989 0.14036 -1.13352 -0.3 0.0 -0.4 0.6307
O -0.05869 2.24494 3.27665 0.0 0.0 0.0 -0.4851
C -0.29855 3.27174 2.42090 0.0 0.0 0.0 0.9822
C -1.05148 4.37203 2.82165 0.0 0.0 0.0 -0.8522
C -1.33309 5.39425 1.93599 0.0 0.0 0.0 -0.5007
C -0.87768 5.33083 0.62478 0.0 0.0 0.0 -0.8282
C -0.13625 4.23822 0.22322 0.0 0.0 0.0 -0.3430
C 0.17919 3.20123 1.10616 0.0 0.1 0.0 0.3452
C 0.98341 2.07652 0.58948 -0.1 0.0 0.0 0.2911
O 0.89015 1.85066 -0.70215 0.1 -0.1 0.3 -0.6385
N 1.71300 1.35500 1.39119 0.1 0.0 0.0 -0.8906
N 2.34398 0.33446 0.70257 -0.1 0.0 0.0 0.3579
C 3.15574 -0.46339 1.33425 0.0 0.0 0.0 -0.0725
C 3.80560 -1.60184 0.78706 0.0 0.0 -0.1 0.6291
C 4.58665 -2.36646 1.69373 0.0 0.0 0.0 -0.9562
C 5.27234 -3.47368 1.29080 0.0 0.0 0.0 -0.7187
C 5.21390 -3.86006 -0.06002 0.0 0.0 0.0 -0.3995
C 4.48103 -3.14884 -0.97030 0.0 0.0 0.0 -0.5181
C 3.75436 -2.00313 -0.58238 0.1 -0.1 0.1 0.8563
O 3.10375 -1.36356 -1.52720 -0.1 0.1 0.0 -0.8442
H -0.42165 2.46876 4.14113 0.0 0.0 0.0 0.3205
H -1.41955 4.41615 3.84070 0.0 0.0 0.0 0.3034
H -1.91444 6.24291 2.27111 0.0 0.0 0.0 0.3954
H -1.09396 6.12905 -0.07098 0.0 0.0 0.0 0.4162
H 0.23456 4.17412 -0.79037 0.0 0.0 0.0 0.4751
H 3.32074 -0.20135 2.37507 0.0 0.0 0.0 0.4762
H 4.62765 -2.04610 2.72762 0.0 0.0 0.0 0.3605
H 5.85928 -4.04555 1.99505 0.0 0.0 0.0 0.4226
H 5.76271 -4.73392 -0.38681 0.0 0.0 0.0 0.3878
H 4.44051 -3.43614 -2.01188 0.0 0.0 0.0 0.4608
C -3.56206 -1.90855 0.57312 0.0 0.0 0.0 -1.0766
Si -2.15380 -1.94128 1.80602 0.0 0.0 0.0 0.2277
C -2.67248 -1.24981 3.45664 0.0 0.0 0.0 -1.0439
C -1.43087 -3.65572 1.94598 0.0 0.0 0.0 -1.0254
C -0.76604 -0.80015 1.16758 0.0 0.1 0.0 -0.2714
Te -0.28467 -1.14628 -0.86271 0.2 0.1 0.1 0.2240
C -1.61641 0.26361 -1.71117 0.1 0.0 0.0 -0.5790
Si -1.33813 0.45559 -3.58045 0.0 0.0 0.0 0.1705
C -1.64992 -1.20530 -4.37389 0.0 0.0 0.0 -1.0578
C 0.46181 0.95745 -3.85120 0.0 0.0 0.0 -0.3202
C -2.49217 1.77446 -4.20217 0.0 0.0 0.0 -1.0499
H -4.34562 -2.60754 0.87235 0.0 0.0 0.0 0.4005
H -3.25058 -2.20646 -0.43273 0.0 0.0 0.0 0.3194
H -4.01438 -0.91603 0.51260 0.0 0.0 0.0 0.3383
H -3.31057 -1.95031 3.99832 0.0 0.0 0.0 0.3596
H -3.22758 -0.31794 3.33281 0.0 0.0 0.0 0.3259
H -1.80174 -1.04175 4.08185 0.0 0.0 0.0 0.3314
H -2.19633 -4.38476 2.21743 0.0 0.0 0.0 0.3501
H -0.65447 -3.69012 2.71336 0.0 0.0 0.0 0.3254
H -0.98557 -3.98997 1.00518 0.0 0.0 0.0 0.3345
H 0.15344 -0.96593 1.73145 0.0 0.0 0.0 0.2729
H -1.01630 0.25948 1.24822 0.0 0.0 0.0 0.0270
H -1.43810 1.19817 -1.17729 0.0 0.0 0.0 0.0843
H -2.62344 -0.09966 -1.49760 0.0 0.0 0.0 0.5901
H -0.85431 -1.92359 -4.16013 0.0 0.0 0.0 0.3528
H -1.71604 -1.11218 -5.45944 0.0 0.0 0.0 0.3494
H -2.59164 -1.63548 -4.02476 0.0 0.0 0.0 0.3423
H 1.08475 0.67801 -2.97868 0.2 -0.1 0.0 -0.1727
H 0.59594 2.03595 -3.93367 0.0 0.0 0.0 0.3875
H 0.90173 0.47672 -4.72445 0.0 0.0 0.0 0.4258
H -3.52981 1.52932 -3.96788 0.0 0.0 0.0 0.3345
H -2.41359 1.88034 -5.28582 0.0 0.0 0.0 0.3295
H -2.26415 2.74251 -3.75239 0.0 0.0 0.0 0.3302
```
Forces are in eV/Å.

The net charge is +1. For the HOMO energy, the calculation gives -10.861 eV. As for the total energy: -2143.91491 hartree. The calculation puts the frontier orbital gap at 6.510 eV.



Here is a structure of composition C22H32IrN2O7PS from OMol25. Energies are from wB97M-V/def2-TZVPD.

The geometry in XYZ format:
```
66
Properties=species:S:1:pos:R:3:forces:R:3:mulliken_charge:R:1
Ir 0.29944 0.88701 -0.33928 0.1 -0.1 0.0 2.2694
O 1.51079 4.92071 1.05776 0.4 0.3 0.2 -0.4293
C 1.28473 3.77248 0.48714 -0.8 -0.3 -0.1 0.1556
O 0.17622 3.28890 0.31335 0.1 0.2 -0.1 -0.5385
C 2.51213 3.06662 0.00427 0.4 -0.1 -0.1 0.5337
C 3.80593 3.52828 0.21448 -0.2 -0.1 -0.1 -0.5769
C 4.86082 2.80812 -0.33121 -0.2 -0.1 0.0 -0.8392
C 4.58838 1.69906 -1.12381 -0.3 0.0 0.0 -0.6920
C 3.26515 1.30301 -1.29504 0.1 0.3 0.2 1.0146
N 2.25807 1.95361 -0.69340 0.1 0.0 0.0 -0.2158
C 2.79719 0.15052 -2.14196 -0.4 0.1 0.2 0.1217
O 3.60694 -0.41771 -2.99527 0.1 -0.3 -0.2 -0.4435
O 1.64476 -0.23647 -2.04251 0.3 0.0 -0.1 -0.5256
H 0.70276 5.39142 1.33239 0.0 -0.3 -0.1 0.4303
H 3.97279 4.42828 0.78372 0.0 0.1 0.1 0.5696
H 5.87884 3.11773 -0.15403 0.1 0.0 0.0 0.5048
H 5.40350 1.15456 -1.57553 0.1 -0.1 0.0 0.3279
H 4.49886 -0.05049 -3.09419 -0.2 0.1 0.2 0.3295
C -0.67086 1.15703 2.75577 -0.2 -0.1 -0.1 -1.4834
C -0.63612 -0.37131 2.72249 0.2 0.2 -0.4 0.6528
C -0.16873 -0.93658 4.05833 -0.1 -0.1 -0.1 -1.6271
P 0.36118 -0.93059 1.23559 -0.2 -0.9 0.3 -0.2934
C 2.03069 -1.49034 1.83993 -0.2 0.4 -0.2 0.5574
C 2.87699 -0.27156 2.20114 -0.1 -0.1 0.1 -1.3579
C 2.74273 -2.36991 0.81588 -0.1 0.0 0.1 -1.7174
C -0.47147 -2.45691 0.57149 0.0 0.5 -0.1 0.4809
C -1.72391 -2.03213 -0.19342 0.2 0.1 0.0 -1.3187
C -0.79462 -3.48160 1.65182 0.2 0.0 -0.1 -1.6521
H -1.40254 1.49868 3.48334 -0.1 0.1 0.1 0.5036
H -0.95483 1.56644 1.77766 -0.1 0.1 0.2 0.2534
H 0.29828 1.56397 3.03794 0.1 0.1 0.0 0.2232
H -1.65205 -0.73015 2.51990 0.1 0.0 -0.1 0.4336
H 0.82342 -0.58386 4.32620 0.1 0.0 0.0 0.3436
H -0.17132 -2.02251 4.06890 0.0 -0.1 0.0 0.3347
H -0.85107 -0.59981 4.83653 -0.1 0.0 0.1 0.4849
H 1.84323 -2.07464 2.74657 -0.1 0.1 -0.1 0.7796
H 3.09319 0.32177 1.31383 0.1 0.1 -0.1 0.1015
H 3.82225 -0.58911 2.63515 0.1 0.0 0.0 0.5386
H 2.37732 0.36728 2.92483 0.0 0.1 0.1 0.2653
H 2.76352 -1.90255 -0.16716 0.0 0.0 -0.1 0.2754
H 2.26878 -3.34312 0.72711 0.0 -0.1 -0.1 0.3661
H 3.76920 -2.53469 1.13838 0.1 0.0 0.0 0.4619
H 0.24062 -2.88146 -0.14512 0.0 0.1 0.1 0.5803
H -2.53808 -1.78019 0.48125 -0.1 0.1 0.1 0.3183
H -2.06019 -2.84056 -0.83653 -0.1 -0.1 -0.1 0.6000
H -1.50121 -1.16583 -0.82407 -0.2 -0.1 -0.1 -0.1470
H -1.50057 -3.08333 2.37691 -0.1 0.0 0.1 0.3261
H 0.09579 -3.82368 2.17450 0.1 -0.1 0.1 0.3836
H -1.26255 -4.34966 1.18997 0.0 0.0 0.0 0.4726
N -1.15939 1.51696 -2.04027 1.5 0.3 0.7 -0.7268
C -2.36211 0.82811 -2.31253 -1.3 -0.8 -0.3 0.4741
C -3.52771 1.14368 -1.61121 0.5 -0.2 -0.1 -0.3344
C -4.70785 0.47947 -1.90236 -0.1 0.3 0.0 -0.8617
C -4.66518 -0.49385 -2.86822 0.5 0.7 -0.3 0.1976
C -3.54371 -0.85047 -3.57508 0.2 0.1 -0.2 -1.0680
C -2.36809 -0.17695 -3.28576 0.0 0.3 0.5 -0.0870
S -6.31064 -1.33718 -3.27372 0.4 -1.7 2.1 1.2039
O -6.52944 -0.51731 -4.43917 -0.1 0.9 -1.1 -0.3817
O -5.82834 -2.67533 -3.45849 -0.4 -0.1 -0.4 -0.5147
O -7.04612 -1.04230 -2.08268 -0.5 0.0 -0.2 -0.5378
H -1.33861 2.48398 -1.77206 0.1 0.0 -0.3 0.3310
H -0.54032 1.47285 -2.84788 -0.2 0.3 0.0 0.2990
H -3.52017 1.91094 -0.85228 0.0 0.1 0.1 0.4322
H -5.63300 0.71171 -1.40100 -0.1 0.1 0.0 0.5683
H -3.58052 -1.62606 -4.32246 0.0 0.0 -0.1 0.4922
H -1.45321 -0.42295 -3.80687 0.0 -0.1 -0.1 0.3768
```
Forces are in eV/Å.

The net charge is +2. For the HOMO energy (spin up / spin down), the calculation gives -14.552 / -14.459 eV. As for the total energy: -2336.93469 hartree. Its spin multiplicity is 5. The calculation puts the frontier orbital gap (spin up / spin down) at 7.354 / 5.972 eV.



Here is an isolated molecule of C22H32N4O2 from OMol25. Energies are from wB97M-V/def2-TZVPD.

The geometry in XYZ format:
```
60
Properties=species:S:1:pos:R:3:forces:R:3:mulliken_charge:R:1
C -0.18515 4.01815 1.40459 -0.2 0.2 -0.2 -0.7244
O 0.56137 2.94949 1.93991 0.3 -0.2 0.3 -0.2551
C 1.24883 3.13412 3.10031 0.1 -0.1 0.1 1.0095
C 1.19289 4.29355 3.86438 -0.1 0.0 -0.2 -0.4849
C 1.94316 4.41940 5.02174 0.1 0.0 0.1 -0.6922
C 2.77047 3.39180 5.43376 0.0 0.1 0.0 -0.6735
C 2.83240 2.22864 4.68949 -0.1 0.0 -0.1 -0.5285
C 2.07596 2.08120 3.53472 0.0 0.6 0.4 0.1204
N 2.19086 0.88626 2.81556 -0.2 -0.4 -0.5 0.8965
C 1.29013 0.29130 1.99810 0.0 -0.6 -0.2 -0.4200
C 1.86167 -0.87344 1.53731 -0.2 0.1 0.2 -0.3153
C 1.28293 -1.86725 0.58785 0.0 0.2 0.1 -0.1310
N 1.72637 -1.58980 -0.77684 0.1 -0.1 0.1 -0.0005
C 1.43457 -2.64691 -1.72711 0.1 0.0 -0.2 -1.1825
C 0.06010 -2.46822 -2.41720 0.1 0.1 0.1 -0.5771
N -0.75594 -1.61120 -1.59022 0.2 0.1 0.0 0.7460
C -2.18090 -1.83261 -1.55757 0.0 0.0 0.1 -0.0956
C -2.51486 -3.16260 -0.83142 -0.1 -0.1 -0.1 -1.0175
C -3.23120 -4.04402 -1.85348 -0.2 0.0 0.1 -0.6486
C -3.94302 -3.03714 -2.75079 0.1 -0.1 -0.1 -0.8034
C -2.90996 -1.92705 -2.92356 -0.2 0.1 0.1 -0.7294
C -0.26426 -0.25290 -1.50685 -0.1 0.1 -0.2 0.4758
C -0.61348 0.64140 -2.71599 0.1 0.1 0.5 -0.7762
C -0.40290 2.12306 -2.40985 0.2 -0.2 -0.6 -0.6694
O -1.26936 2.59989 -1.40326 -0.4 0.0 0.3 -0.4410
C 1.27115 -0.32001 -1.29673 0.0 0.1 0.0 -1.4624
C 3.13221 -0.89200 2.14334 -0.4 0.2 0.0 -0.8744
N 3.31055 0.16034 2.91083 0.8 0.0 0.3 -1.1150
H -0.57861 3.64819 0.45823 0.0 0.1 0.1 -0.0806
H -1.01530 4.29534 2.06225 0.1 0.0 0.0 0.3840
H 0.44475 4.89407 1.22299 0.0 0.0 0.0 0.3917
H 0.56445 5.11358 3.55553 -0.1 0.0 -0.1 0.3799
H 1.87845 5.33169 5.59533 0.0 0.1 0.0 0.3872
H 3.36193 3.49145 6.33030 0.1 0.0 0.1 0.3739
H 3.47318 1.41067 4.97716 0.0 -0.1 0.0 0.4828
H 0.32397 0.71129 1.81716 -0.2 0.1 0.0 0.6723
H 0.18685 -1.86884 0.67842 0.1 -0.1 0.0 0.0553
H 1.65673 -2.86167 0.84881 -0.1 0.0 0.0 0.7725
H 2.22661 -2.64080 -2.48551 -0.1 -0.1 0.0 0.4032
H 1.47900 -3.60401 -1.20576 0.0 0.0 0.0 0.4031
H -0.43040 -3.43492 -2.52387 0.0 0.0 -0.1 0.3935
H 0.20562 -2.05138 -3.42838 -0.1 -0.1 0.0 0.2472
H -2.59944 -1.00062 -0.98177 0.0 0.0 0.0 0.4531
H -3.17485 -2.96364 0.01309 0.0 0.0 0.1 0.4344
H -1.60876 -3.62495 -0.44438 0.0 0.0 0.1 0.2444
H -2.51030 -4.61521 -2.44125 0.0 -0.1 0.0 0.2315
H -3.91919 -4.74645 -1.38474 0.0 -0.1 0.0 0.4097
H -4.25608 -3.46619 -3.70225 -0.1 0.0 0.0 0.4135
H -4.82641 -2.64832 -2.24083 -0.1 0.0 0.0 0.3003
H -3.37639 -0.98463 -3.21107 0.1 0.0 -0.1 0.3796
H -2.19666 -2.20352 -3.70044 0.1 0.0 -0.1 0.2756
H -0.72675 0.19987 -0.62038 0.0 0.0 0.0 0.4099
H -1.66142 0.48730 -2.98737 0.0 0.0 -0.1 -0.0130
H -0.00154 0.36866 -3.57748 0.0 0.0 -0.1 0.3028
H -0.54036 2.71191 -3.32963 0.1 -0.1 0.1 0.3321
H 0.60610 2.29960 -2.03365 0.0 0.0 -0.1 0.3119
H -2.17541 2.38858 -1.65671 0.1 0.0 0.0 0.2966
H 1.78201 -0.17133 -2.25321 0.0 0.1 0.0 0.3728
H 1.58952 0.46951 -0.61548 0.0 0.1 -0.1 0.4084
H 3.90411 -1.62868 2.04388 0.2 -0.2 0.0 0.5400
```
Forces are in eV/Å.

For the HOMO energy, the calculation gives -7.734 eV. As for the total energy: -1226.96318 hartree. The calculation puts the frontier orbital gap at 8.258 eV.